No. 1
A molecular structure, C11H34N8O5Rb. Source: the OMol25 dataset; level of theory: ωB97M-V/def2-TZVPD.

Each line ends with the natural charge from an NBO analysis.
Positions of all 59 atoms, in Å:
Rb 0.92159 0.00333 -0.92669  0.95
O 2.04171 1.83052 -2.98238  -0.69
O -0.71681 4.72865 1.71500  -0.56
O 2.52248 -0.59863 1.48351  -0.73
O -2.04421 -5.25410 -0.43205  -0.54
O -1.40543 1.04200 -2.25743  -0.71
N 0.13242 -2.69830 -1.87255  -0.88
N 3.83993 -2.33873 2.08097  -0.84
N -2.86034 -0.69311 -2.43601  -0.84
N 4.25716 2.39189 -3.21553  -0.85
N 3.12350 2.96266 -1.31997  -0.87
N -3.63827 1.45084 -2.10535  -0.84
N 1.87507 -1.90135 3.23557  -0.83
N 0.72710 2.96319 0.21309  -0.88
C 0.53052 -3.81053 0.30080  -0.62
C -0.18909 2.46177 1.25830  -0.06
C -1.73017 -3.96202 -0.85703  -0.06
C 3.05989 2.35253 -2.55255  0.78
C -2.56227 0.62817 -2.26194  0.78
C 2.72400 -1.55203 2.23878  0.79
C -3.25230 -5.32090 0.31296  -0.25
C 0.60948 2.10795 2.50652  -0.63
C -1.65495 5.79629 1.73076  -0.25
C -0.22972 -3.86338 -1.01856  -0.07
C -1.30745 3.47358 1.46185  -0.07
H -3.81147 -1.01166 -2.42126  0.39
H -2.24324 -3.69206 -1.79211  0.16
H 1.36957 1.36803 2.26974  0.24
H 0.08140 -4.78798 -1.52722  0.19
H 1.12257 3.00223 2.87549  0.22
H 5.01378 2.98657 -2.92984  0.39
H 0.51761 -4.81027 0.73025  0.24
H 0.07196 -3.08374 0.97327  0.20
H 0.17179 3.23871 -0.59792  0.38
H 2.02227 -2.75935 3.73824  0.40
H -4.55940 1.13508 -2.34918  0.39
H -3.17402 -4.71881 1.22338  0.17
H 2.42288 2.68898 -0.63177  0.43
H -1.91508 3.50483 0.54782  0.16
H -0.57533 1.51664 0.86362  0.16
H 1.14331 -2.80290 -1.95894  0.36
H 0.95944 -1.49372 3.26576  0.41
H -3.40532 -6.35839 0.59462  0.21
H -2.05566 -3.21525 -0.11019  0.16
H 1.09562 3.85588 0.53835  0.38
H -3.49463 2.43297 -1.96472  0.41
H 3.98153 3.40410 -1.04344  0.38
H -0.05597 1.79193 3.31049  0.21
H -2.10749 -1.35000 -2.51810  0.41
H 4.11050 -2.95054 2.82893  0.40
H 4.40379 1.91909 -4.08851  0.41
H -4.08562 -4.97510 -0.30504  0.17
H -1.92166 3.18601 2.32595  0.18
H -0.18793 -2.81994 -2.82998  0.37
H 4.45107 -2.06164 1.33691  0.42
H -1.36581 6.48963 2.51651  0.20
H -2.66553 5.44001 1.94832  0.17
H 1.57695 -3.55068 0.12868  0.21
H -1.66570 6.28106 0.75183  0.18

* molar mass: 443.912 g mol⁻¹
* relative energy (zero: lowest compared OMol25 entry of this formula, charge and spin): 0.000 eV
* net charge: +1
* HOMO level: -0.445 Ha



No. 2
2 unconnected molecules or ions with the total composition C3H5NOS. Source: the OMol25 dataset; level of theory: ωB97M-V/def2-TZVPD.

Each line ends with the natural charge from an NBO analysis.
Positions of all 11 atoms, in Å:
S -0.23736 -0.81475 -1.37557  -0.04
O -1.15222 1.99677 1.44330  -0.53
N -2.07501 -0.15372 1.14381  -0.78
C -1.57642 0.91936 1.25910  0.85
C 1.21733 0.20365 -1.00816  -0.32
C 1.48657 0.66289 0.16552  -0.41
H 0.75382 0.78090 1.00411  0.21
H -0.01859 -0.79893 -2.70392  0.14
H 2.53175 0.98736 0.40267  0.21
H -2.33090 -0.85677 0.38168  0.46
H 1.94626 0.36696 -1.77140  0.21

* SMILES: N=C=O.C=CS
* molar mass: 103.146 g mol⁻¹
* relative energy (zero: lowest compared OMol25 entry of this formula, charge and spin): 1.754 eV
* HOMO level: -0.331 Ha



No. 3
C15H22N2O3 in the gas phase. Source: the OMol25 dataset; level of theory: ωB97M-V/def2-TZVPD.

Each line ends with the natural charge from an NBO analysis.
Positions of all 42 atoms, in Å:
O -0.74522 -3.47565 0.05351  -0.63
O -3.41347 0.57748 0.19831  -0.56
O 5.55562 -0.58155 1.28644  -0.59
N 4.36343 0.34465 -0.42550  -0.63
N -1.71275 -1.60247 -0.76311  -0.62
C -1.52451 2.11904 0.36972  -0.64
C 6.59505 1.12110 -0.05053  -0.71
C 3.14286 -0.33141 -0.37377  0.24
C -3.03618 1.90894 0.50833  0.11
C 0.65552 -1.60320 -0.38183  -0.17
C -3.24170 -0.35235 1.24522  -0.06
C -3.79962 2.82137 -0.44735  -0.62
C -0.65023 -2.32533 -0.33133  0.66
C 0.92702 -0.58517 -1.29169  -0.17
C -3.66180 -1.74143 0.76345  -0.43
C 1.65037 -1.98368 0.51421  -0.14
C -3.06997 -2.06921 -0.61785  -0.22
C 2.15686 0.04006 -1.28870  -0.28
C 5.47054 0.19295 0.36412  0.68
C 2.87945 -1.35614 0.53183  -0.28
H -4.74778 -1.79947 0.69702  0.21
H -0.97080 1.43827 1.01288  0.22
H 2.36293 0.82300 -2.00648  0.20
H 6.89204 0.91657 -1.07719  0.23
H -3.52681 2.58769 -1.47300  0.21
H 1.43983 -2.78885 1.20162  0.24
H -1.26770 3.13720 0.64831  0.22
H -3.33555 2.13386 1.54531  0.16
H 3.63836 -1.65478 1.23483  0.26
H 6.27527 2.15855 0.02393  0.23
H -1.62091 -0.60470 -0.87154  0.40
H -2.19027 -0.38151 1.56866  0.16
H -3.66908 -1.59055 -1.39439  0.20
H 0.19238 -0.29729 -2.02966  0.21
H -1.21823 1.95126 -0.66073  0.20
H -4.86881 2.66704 -0.33266  0.22
H -3.84825 -0.05731 2.11567  0.17
H -3.56483 3.86188 -0.24254  0.21
H 7.44610 0.96238 0.60491  0.24
H -3.31526 -2.46978 1.49683  0.22
H -3.06787 -3.15055 -0.76730  0.23
H 4.42397 1.03907 -1.15798  0.39

* SMILES: CC(=O)Nc1ccc(C(=O)NCCCOC(C)C)cc1
* molar mass: 278.352 g mol⁻¹
* relative energy (zero: lowest compared OMol25 entry of this formula, charge and spin): 0.663 eV
* HOMO level: -0.318 Ha



No. 4
2 unconnected molecules or ions with the total composition C7H17NSi. Source: the OMol25 dataset; level of theory: ωB97M-V/def2-TZVPD.

Each line ends with the natural charge from an NBO analysis.
Positions of all 26 atoms, in Å:
Si 1.56789 0.57640 -0.24000  1.56
N 0.09135 -0.18720 0.16780  -0.95
C -0.16402 -1.32389 0.85116  0.00
C -1.83315 0.69283 -0.37453  0.19
C 2.58244 0.91968 1.34201  -1.11
C -2.33404 -0.31346 -1.34133  -0.68
C 0.70706 -2.22650 1.30601  -0.56
C -2.54291 0.88015 0.91561  -0.70
C 2.61362 -0.50440 -1.41777  -1.11
H 2.37505 1.90754 1.73953  0.23
H 1.16664 1.82889 -0.89795  -0.22
H -1.65417 -0.42108 -2.17991  0.24
H 3.64832 -0.17597 -1.46388  0.23
H -1.36406 1.56504 -0.80438  0.21
H 0.35935 -3.08679 1.84842  0.20
H -2.55205 1.92725 1.20895  0.23
H 1.76585 -2.13274 1.15766  0.19
H 2.21567 -0.48662 -2.42834  0.23
H -3.56699 0.51292 0.84268  0.22
H -2.05661 0.31876 1.71610  0.26
H 3.65382 0.85155 1.17212  0.23
H -2.47156 -1.28163 -0.86856  0.23
H -3.30463 0.00964 -1.72334  0.23
H 2.32684 0.20190 2.11560  0.24
H -1.21824 -1.50835 1.05010  0.16
H 2.61157 -1.54073 -1.09053  0.24

* molar mass: 143.306 g mol⁻¹
* relative energy (zero: lowest compared OMol25 entry of this formula, charge and spin): 2.314 eV
* HOMO level: -0.270 Ha



No. 5
2 unconnected molecules or ions with the total composition CH6NO. Source: the OMol25 dataset; level of theory: ωB97M-V/def2-TZVPD.

Each line ends with the natural charge from an NBO analysis.
Positions of all 9 atoms, in Å:
O 0.61141 -1.75052 -0.23634  -1.12
N -0.56503 0.30600 0.47823  -1.08
C -0.13124 1.46023 -0.29833  -0.40
H -0.85932 1.86457 -0.85845  0.13
H 0.19307 2.18527 0.51931  0.13
H -0.42312 0.44749 1.39867  0.30
H 0.05821 -2.03991 0.51084  0.43
H 0.21288 -0.64083 -0.28127  0.48
H 0.66960 1.28415 -0.95604  0.13

* molar mass: 48.065 g mol⁻¹
* relative energy (zero: lowest compared OMol25 entry of this formula, charge and spin): 1.406 eV
* net charge: -1
* HOMO level: -0.068 Ha



No. 6
C19H19NO5S in the gas phase. Source: the OMol25 dataset; level of theory: ωB97M-V/def2-TZVPD.

Each line ends with the natural charge from an NBO analysis.
Positions of all 45 atoms, in Å:
S 4.72500 1.75581 0.67971  0.47
O -1.83654 -1.93947 0.72443  -0.64
O -0.80681 -0.13269 -0.20245  -0.54
O 2.74982 -2.88025 0.95121  -0.52
O -0.24906 3.05656 2.08324  -0.54
O -5.54767 0.76202 -0.46794  -0.48
N 0.26135 -2.10238 -0.10013  -0.45
C -1.90826 0.68600 0.00577  0.42
C 1.48206 -1.50509 -0.59715  -0.25
C 2.55277 -1.56137 0.49946  -0.08
C 2.00827 2.13675 0.62884  -0.14
C -4.09231 2.32286 0.47993  -0.27
C -0.87576 -1.43605 0.19661  0.89
C 0.74594 2.10046 0.16969  -0.29
C -5.80488 -0.50683 -1.02658  -0.26
C 3.18335 1.83697 -0.12648  -0.26
C -3.17303 0.26818 -0.37620  -0.36
C 1.55738 -3.42917 1.46835  -0.08
C 4.65454 1.29892 -1.83848  -0.26
C -2.83329 2.72539 0.85367  -0.12
C -1.71212 1.93011 0.61120  -0.26
C -0.38198 2.41621 1.05652  0.54
C 3.32719 1.56619 -1.46724  -0.23
C -4.27628 1.08314 -0.14033  0.34
C 5.51714 1.36185 -0.78594  -0.41
C 0.45309 -3.44716 0.40660  -0.25
H -6.88609 -0.56298 -1.14114  0.20
H 4.96074 1.07111 -2.84375  0.23
H 0.51369 1.84288 -0.85161  0.21
H -3.27998 -0.70369 -0.82783  0.24
H 3.51566 -1.22374 0.11334  0.20
H 2.50822 1.57537 -2.16313  0.22
H 1.80230 -4.44235 1.78939  0.20
H 1.29999 -0.47605 -0.89493  0.24
H 1.21824 -2.84216 2.33509  0.17
H -5.33130 -0.61536 -2.00736  0.18
H -2.68170 3.67389 1.34587  0.23
H -0.48901 -3.79461 0.83027  0.25
H 0.75060 -4.09447 -0.42493  0.20
H 2.15701 2.39428 1.67045  0.23
H -4.95701 2.93969 0.66351  0.23
H 2.24760 -0.91432 1.33657  0.17
H -5.46567 -1.30969 -0.36582  0.19
H 6.57715 1.20238 -0.78804  0.24
H 1.81965 -2.08715 -1.46223  0.20

* SMILES: COc1ccc(C(=O)/C=C/c2cccs2)c(OC(=O)N2CCOCC2)c1
* molar mass: 373.430 g mol⁻¹
* relative energy (zero: lowest compared OMol25 entry of this formula, charge and spin): 1.829 eV
* HOMO level: -0.315 Ha



Among the records above, which one has the lowest molar mass? CH6NO



Look up the relative energy (zero: lowest compared OMol25 entry of this formula, charge and spin) of the first one. 0.000 eV



molar mass of number 3 (C15H22N2O3)? 278.352 g mol⁻¹